1.
{"formula": "C39H29F40O8P", "method": "wB97M-V/def2-TZVPD", "e_above_lowest_kj_mol": 1698.5, "spin_multiplicity": 1, "smiles": "O=[PH2]c1cccc2c1C(=O)c1ccccc1C2=O.FC(F)C(F)(F)COC(F)(F)C(F)F.FC(F)C(F)(F)COC(F)(F)C(F)F.FC(F)C(F)(F)COC(F)(F)C(F)F.FC(F)C(F)(F)COC(F)(F)C(F)F.FC(F)C(F)(F)COC(F)(F)C(F)F", "homo_lumo_gap_ev": 7.27, "lumo_energy_ev": -2.22, "total_energy_ev": -175261.493, "elements": ["O", "P", "C", "C", "C", "C", "C", "C", "C", "O", "C", "C", "C", "C", "C", "C", "C", "O", "H", "H", "H", "H", "H", "H", "H", "H", "H", "C", "C", "C", "F", "F", "F", "F", "O", "C", "C", "F", "F", "F", "F", "H", "H", "H", "H", "C", "C", "C", "F", "F", "F", "F", "O", "C", "C", "F", "F", "F", "F", "H", "H", "H", "H", "C", "C", "C", "F", "F", "F", "F", "O", "C", "C", "F", "F", "F", "F", "H", "H", "H", "H", "C", "C", "C", "F", "F", "F", "F", "O", "C", "C", "F", "F", "F", "F", "H", "H", "H", "H", "C", "C", "C", "F", "F", "F", "F", "O", "C", "C", "F", "F", "F", "F", "H", "H", "H", "H"], "xyz": [[0.40475, -0.48110, -3.72684], [-0.95933, 0.25401, -4.03823], [-0.98527, 2.08851, -3.42262], [0.29201, 2.80531, -2.63439], [0.11142, 4.38754, -2.13821], [-1.30758, 5.23422, -2.37772], [-2.55592, 4.51291, -3.16133], [-2.37207, 2.93460, -3.68320], [-3.68312, 2.27444, -4.48241], [-3.59612, 1.53798, -5.59294], [-5.16045, 2.65839, -3.79948], [-6.29274, 1.47452, -3.68018], [-7.73135, 1.88748, -2.94941], [-7.91815, 3.43588, -2.44209], [-6.76440, 4.62780, -2.56571], [-5.34269, 4.20960, -3.26699], [-4.03625, 5.23693, -3.44744], [-4.12944, 6.51419, -3.82590], [-2.01373, -0.46844, -3.31557], [-1.34040, 0.22029, -5.45039], [1.29414, 2.19226, -2.45310], [1.02540, 4.92319, -1.59977], [-1.38638, 6.34414, -1.99512], [-6.05556, 0.39956, -4.09701], [-8.51873, 1.02459, -2.85080], [-8.94559, 3.75936, -1.93363], [-6.92955, 5.72052, -2.18004], [-0.05174, -3.19294, -2.00340], [-0.89450, -3.80763, -3.13189], [-2.35632, -4.07221, -2.78095], [-2.49724, -4.92464, -1.74153], [-3.00355, -4.64474, -3.83191], [-0.27812, -4.93145, -3.58398], [-0.86596, -2.92504, -4.18110], [0.72236, -4.10404, -1.21528], [0.00999, -4.75521, -0.16465], [-0.13801, -6.26609, -0.38937], [-0.72931, -6.54485, -1.57922], [-0.91809, -6.83044, 0.57146], [-1.17636, -4.12695, 0.01990], [0.72952, -4.53016, 0.96802], [0.69860, -2.55698, -2.49042], [-0.62918, -2.50163, -1.37943], [-2.87882, -3.14258, -2.53926], [0.83615, -6.75915, -0.37653], [1.86822, -1.66188, 2.47662], [2.62001, -0.80332, 1.44740], [4.06390, -1.22188, 1.18271], [4.83159, -1.17910, 2.29434], [4.64769, -0.38187, 0.28561], [2.53796, 0.50267, 1.81474], [1.93057, -0.89707, 0.26567], [1.83313, -1.16516, 3.81920], [2.98947, -1.45273, 4.60371], [3.79245, -0.19669, 4.96807], [4.15549, 0.50867, 3.86638], [4.94367, -0.52163, 5.61562], [3.73160, -2.39187, 3.96853], [2.53088, -2.04690, 5.73859], [0.81570, -1.66501, 2.16542], [2.16528, -2.71591, 2.43855], [4.11227, -2.23229, 0.76755], [3.20955, 0.46524, 5.61176], [3.63446, -8.95969, 2.87315], [3.25855, -9.54598, 4.24302], [2.80535, -11.00349, 4.22380], [1.71269, -11.19992, 3.45282], [2.46558, -11.41437, 5.47558], [2.33263, -8.74277, 4.83022], [4.37428, -9.46189, 5.03592], [2.61681, -8.21311, 2.19678], [1.67258, -8.99555, 1.46773], [0.25862, -8.93231, 2.06093], [0.24132, -9.30131, 3.36730], [-0.58454, -9.77774, 1.40934], [2.14368, -10.26075, 1.35142], [1.66194, -8.48582, 0.20624], [4.42646, -8.22314, 3.05995], [4.10289, -9.70057, 2.21562], [3.60328, -11.66037, 3.86682], [-0.14714, -7.92082, 1.99385], [7.72073, 3.52140, 6.26613], [8.89726, 2.54570, 6.42539], [8.54640, 1.20294, 7.06097], [8.03478, 1.33257, 8.30530], [9.65839, 0.42901, 7.18642], [9.90211, 3.16836, 7.09612], [9.38966, 2.30153, 5.16899], [7.56380, 4.50610, 7.29385], [6.87844, 4.06011, 8.46290], [7.78096, 4.01125, 9.70316], [8.87942, 3.24000, 9.49917], [7.12405, 3.47467, 10.76653], [6.27659, 2.87552, 8.19697], [5.87059, 4.95131, 8.66616], [7.92781, 4.10908, 5.36257], [6.77846, 3.00757, 6.04526], [7.82872, 0.65131, 6.44758], [8.12128, 5.01198, 9.97701], [-6.31494, 7.56906, -6.00162], [-7.55525, 6.68865, -5.78230], [-7.85817, 5.70121, -6.90626], [-8.07370, 6.31152, -8.09284], [-8.98903, 4.99656, -6.63084], [-8.62352, 7.48575, -5.51640], [-7.33911, 5.96853, -4.63543], [-6.54601, 8.87536, -6.54073], [-6.68707, 8.93085, -7.95929], [-8.10114, 9.32745, -8.40460], [-9.04499, 8.50038, -7.88676], [-8.22659, 9.25806, -9.75725], [-6.27315, 7.75498, -8.49051], [-5.79490, 9.86547, -8.38571], [-5.89369, 7.76149, -5.00655], [-5.51712, 7.04160, -6.53636], [-7.04392, 4.98198, -7.03003], [-8.33828, 10.34514, -8.08785]], "atomic_forces_ev_per_a": [[-3.6, 2.5, -0.8], [3.6, -1.5, 1.3], [-1.0, 4.1, 1.0], [-3.7, 2.3, -0.7], [-2.7, -2.0, -1.8], [0.4, -3.9, -1.6], [2.6, -1.9, 0.6], [1.9, 1.5, 1.4], [-0.3, -1.8, -3.2], [-0.3, 4.1, 6.9], [-1.5, 0.2, 0.9], [-0.6, 4.6, 1.5], [3.9, 2.8, -0.9], [2.4, -0.7, -1.0], [1.3, -4.6, -1.6], [-2.3, -2.3, 0.6], [-0.1, 3.6, -1.3], [0.4, -7.7, 2.6], [0.4, 1.0, -0.7], [0.2, 0.3, 1.3], [-2.5, 1.5, -0.5], [-2.3, -1.3, -1.3], [0.1, -2.6, -0.9], [-0.6, 2.5, 1.0], [1.5, 2.2, -0.1], [2.5, -0.9, -1.3], [0.2, -2.5, -0.8], [0.9, 0.9, -0.2], [1.0, -0.3, -0.2], [-0.9, -0.3, -0.4], [-0.2, 0.3, -0.5], [0.3, 0.2, 0.0], [-0.4, 0.2, 0.1], [-0.6, -0.2, 0.4], [-1.6, -1.2, 1.0], [0.4, 2.0, -0.8], [0.1, -0.6, -0.7], [0.5, 0.1, 0.6], [-0.1, 0.6, -0.1], [0.5, -0.6, 0.6], [-0.1, -0.6, -0.2], [-0.2, -0.3, -0.1], [-0.1, -0.3, -0.2], [0.2, 0.1, 0.0], [-0.1, 0.4, 0.0], [-1.0, -0.4, 0.0], [-0.7, 0.6, 0.4], [0.9, 0.1, -0.6], [0.0, 0.0, -0.6], [-0.4, 0.0, 0.0], [0.2, -0.3, -0.2], [0.4, -0.3, 0.2], [2.0, 0.0, 0.3], [-1.6, -1.3, -0.8], [0.5, 0.8, 0.0], [-0.4, -0.1, 0.5], [-0.4, -0.3, -0.1], [0.0, 0.3, 0.9], [0.4, 0.7, -0.3], [0.3, 0.2, 0.1], [0.2, 0.3, 0.0], [-0.2, 0.0, 0.0], [-0.2, -0.2, 0.0], [0.9, 0.7, -0.3], [-0.3, 1.0, 0.2], [-0.3, -0.9, 0.6], [0.4, -0.2, 0.4], [0.2, 0.3, -0.1], [0.2, -0.4, -0.1], [-0.1, -0.5, -0.4], [-1.2, -1.5, -0.3], [2.0, 0.1, 0.2], [-0.9, 0.0, 0.6], [0.1, 0.4, -0.5], [0.6, 0.2, -0.2], [-0.6, 0.6, -0.5], [-0.3, -0.2, 0.4], [-0.4, -0.1, 0.2], [-0.3, 0.0, 0.2], [0.1, 0.2, -0.1], [0.3, -0.2, 0.0], [-0.3, 0.7, -0.8], [0.5, 0.9, 0.1], [0.3, -1.0, 0.2], [0.3, -0.3, -0.4], [0.0, 0.3, -0.2], [-0.3, -0.4, -0.1], [-0.4, -0.3, 0.3], [-0.3, -1.3, 1.4], [-0.6, 0.3, -2.0], [0.7, -0.2, 0.7], [-0.4, 0.6, 0.0], [-0.2, 0.2, -0.5], [-0.2, 0.7, 0.7], [0.7, -0.3, 0.3], [0.2, -0.1, 0.3], [0.3, -0.1, 0.2], [0.0, 0.2, -0.1], [-0.2, 0.1, -0.2], [0.8, 0.4, 0.8], [-0.2, 1.0, 0.3], [-0.5, -0.8, -0.4], [-0.1, -0.5, 0.4], [0.2, 0.2, 0.3], [0.1, -0.4, -0.2], [0.0, 0.0, -0.8], [-0.8, -0.6, -1.8], [1.7, -0.5, 1.4], [-0.9, 0.1, -0.3], [0.4, 0.6, 0.0], [0.5, 0.0, 0.3], [-0.1, 0.9, -0.4], [-0.8, -0.1, 0.0], [-0.3, 0.0, -0.2], [-0.4, 0.0, 0.0], [0.1, 0.1, 0.1], [0.2, 0.0, 0.1]]}

=====

2.
{"formula": "C39H30Br4FeGe2O4", "method": "wB97M-V/def2-TZVPD", "e_above_lowest_kj_mol": 0.0, "spin_multiplicity": 5, "homo_lumo_gap_ev": [8.13, 8.18], "lumo_energy_ev": [-0.15, -0.18], "total_energy_ev": -476709.185, "elements": ["Fe", "Br", "C", "C", "Br", "C", "Br", "C", "O", "C", "O", "C", "Br", "Ge", "C", "C", "C", "C", "C", "C", "C", "C", "C", "C", "C", "C", "H", "H", "H", "H", "H", "H", "H", "H", "H", "H", "H", "O", "C", "O", "C", "C", "Ge", "C", "C", "C", "C", "C", "C", "C", "C", "C", "C", "C", "C", "C", "C", "C", "C", "C", "C", "H", "H", "H", "H", "H", "H", "H", "H", "H", "H", "H", "H", "H", "H", "H", "H", "H", "H", "H"], "xyz": [[0.33453, -0.79569, -0.21660], [6.58934, 0.29792, 2.57069], [4.63722, -0.04698, 2.34355], [3.90647, -0.26348, 3.47465], [4.54795, 0.26529, 5.21525], [2.56241, -0.68062, 3.29828], [1.42126, -1.06185, 4.74737], [2.08420, -0.87136, 2.05740], [0.75311, -1.30470, 1.81091], [2.81794, -0.55923, 0.87242], [2.18683, -0.60151, -0.26832], [4.13837, -0.15973, 1.07949], [5.21130, 0.41029, -0.39963], [0.50958, -3.10891, 2.32633], [-1.21350, -3.28740, 3.28059], [-2.44726, -3.22642, 2.60094], [-3.63184, -3.42735, 3.27168], [-3.63895, -3.78212, 4.64809], [-2.42724, -3.87612, 5.29131], [-1.19170, -3.71221, 4.60991], [0.94437, -3.78227, 0.58314], [2.24308, -4.13432, 0.21770], [2.62780, -4.00543, -1.11733], [1.73553, -3.66543, -2.10429], [0.35936, -3.51424, -1.74548], [-0.01155, -3.52271, -0.39737], [1.70547, -3.47054, 3.26893], [-2.42406, -3.03765, 1.55327], [-4.57818, -3.39968, 2.73111], [-4.60604, -3.98233, 5.04207], [-2.43760, -4.13168, 6.32866], [-0.28511, -3.80323, 5.21792], [3.02171, -4.36779, 0.93294], [3.63588, -4.18259, -1.35958], [2.04985, -3.54243, -3.15606], [-0.33050, -3.21985, -2.53850], [-1.06868, -3.33551, -0.14739], [-3.56722, -1.59936, -0.75919], [-2.81504, -0.81058, -0.14966], [-1.52171, -0.98706, -0.00051], [-3.27079, 0.57212, 0.32064], [-2.91143, 1.55517, -0.82463], [-1.10382, 1.97728, -1.35372], [-0.40957, 0.89037, -2.80332], [0.75535, 1.28710, -3.45948], [1.19704, 0.57692, -4.59509], [0.39293, -0.44786, -5.06630], [-0.76239, -0.88383, -4.45965], [-1.12233, -0.24170, -3.27265], [-1.18399, 3.79806, -2.16030], [-1.18792, 3.97538, -3.54733], [-1.38054, 5.23810, -4.14763], [-1.52013, 6.34183, -3.28492], [-1.47314, 6.17870, -1.89951], [-1.30792, 4.92664, -1.35467], [0.09851, 2.21990, 0.13106], [-0.16755, 2.00680, 1.47496], [0.82309, 2.29391, 2.44432], [2.03900, 2.81782, 2.09998], [2.29578, 3.00627, 0.78480], [1.38027, 2.78016, -0.19067], [-2.68135, 0.80403, 1.21987], [-4.35050, 0.58644, 0.51234], [-3.28188, 2.53429, -0.49884], [-3.47538, 1.27579, -1.79084], [1.25740, 2.20990, -3.21813], [2.10865, 0.77109, -5.12343], [0.74742, -0.91493, -5.97636], [-1.36906, -1.68914, -4.83919], [-1.98604, -0.63391, -2.73953], [-1.01976, 3.11798, -4.18038], [-1.50269, 5.40069, -5.20312], [-1.65211, 7.31942, -3.74404], [-1.60285, 7.00639, -1.20181], [-1.32335, 4.73202, -0.29255], [-1.11758, 1.56732, 1.73097], [0.60802, 2.03237, 3.46662], [2.77611, 3.05061, 2.82336], [3.28214, 3.28671, 0.47129], [1.57491, 2.96064, -1.26684]], "atomic_forces_ev_per_a": [[-0.8, -0.1, -0.2], [-1.5, -0.1, -0.1], [2.8, 0.3, 1.1], [-1.0, 0.3, 1.1], [-0.4, -0.5, -0.8], [1.1, 0.2, 1.5], [0.1, 0.4, 0.2], [-1.7, -0.5, -2.0], [1.4, 0.1, 1.1], [-0.4, 0.2, 0.7], [0.9, 0.1, -0.5], [-0.1, 0.2, -1.8], [-0.7, -0.4, 0.1], [0.3, -0.2, 1.1], [0.5, -0.8, -0.4], [0.7, 0.2, 0.7], [-0.4, -0.6, 0.6], [0.7, 0.8, -2.4], [0.5, -0.3, -0.3], [-1.0, 0.8, 0.6], [-0.2, -0.4, 0.2], [-0.2, 0.8, -0.3], [-0.5, -0.3, 0.4], [-1.6, 0.0, -0.2], [1.3, 0.7, -0.5], [-0.5, -0.2, -1.1], [-0.5, 0.1, -0.3], [-0.3, 0.3, -0.6], [0.3, 0.1, 0.1], [-0.3, -0.1, 0.9], [0.2, -0.2, 0.5], [-0.2, 0.0, -0.5], [-0.2, 0.0, 0.2], [1.2, -0.2, -0.3], [-0.2, -0.1, 0.8], [-0.1, -0.3, 0.4], [0.7, -0.1, -0.1], [1.6, 1.3, 1.5], [-1.0, -0.7, -1.4], [-0.5, 0.0, -0.1], [0.6, -0.6, -0.5], [-1.5, -0.2, -0.6], [-0.2, 1.0, -0.5], [-0.1, -1.0, 0.1], [0.2, -0.5, -1.3], [-1.2, 0.0, 1.2], [0.9, -0.4, -1.1], [0.0, 0.7, 1.2], [0.1, 0.1, 0.0], [0.1, -0.2, -0.6], [-0.1, 0.5, -0.5], [-0.1, 0.1, 2.0], [0.1, -0.3, -0.6], [-0.1, 0.5, 0.1], [-0.2, -1.0, 0.0], [1.5, 0.7, 0.1], [0.8, -0.1, 0.0], [-1.4, -0.5, 0.2], [-0.9, -0.5, 0.7], [1.5, 0.6, -1.7], [-2.0, -1.0, -1.2], [-0.6, 0.0, -0.2], [0.3, 0.0, 0.0], [-0.1, 0.0, -0.3], [0.7, 0.4, 1.5], [0.2, 0.0, 0.4], [0.3, 0.4, 0.0], [-0.2, -0.2, -0.1], [0.0, -0.1, -0.2], [0.0, 0.3, 0.1], [-0.2, -0.2, -0.2], [0.3, -0.3, -0.3], [-0.1, -0.1, 0.3], [0.1, 0.0, -0.4], [0.1, 0.5, 0.3], [0.1, 0.0, 0.5], [-0.1, 0.1, 0.3], [0.6, 0.0, 0.7], [0.4, 0.4, 0.0], [0.3, 0.0, 0.9]]}